# 1
Here is H10O13P2Zr as an isolated structure at a distorted geometry from OMol25. Energies are from ωB97M-V with the def2-TZVPD basis set.

Geometry as ORCA input:
```
! RIJCOSX wB97M-V def2-TZVPD def2/J DEFGRID3
* xyz -2 1
O 3.78808 15.59312 25.10309
O 1.80119 15.26105 22.98120
O 5.64432 15.59773 23.19573
H 4.27703 16.36793 25.41671
P 1.46985 13.72915 22.98537
H 3.93922 18.17524 23.16753
O 5.09762 13.33264 21.79514
O 8.26581 15.27390 24.03150
O 2.46764 13.49182 24.13713
H 3.30882 15.27159 25.87105
H 3.33035 15.60956 20.09855
H 5.37684 12.42695 24.20288
O 5.11541 13.28103 24.55534
H 6.03144 13.13413 21.93584
O 3.82458 15.60198 20.92014
O 7.87797 16.95369 22.51516
H 4.65587 16.05434 20.71647
Zr 3.82011 14.75128 23.07463
O 7.25821 17.27743 24.62180
H 5.28254 13.21770 25.49755
O 2.60257 13.42221 21.97487
O 0.01787 13.31002 22.89072
H 2.66061 17.55341 22.61123
O 3.53290 17.33067 22.95083
H 4.91049 13.03060 20.90336
P 7.07882 16.12238 23.55851
*
```

Calculated values
orbital gap	2.8	eV



# 2
Here is an isolated molecule of C25H28N4O3 from OMol25. Energies are from ωB97M-V with the def2-TZVPD basis set.

Geometry as ORCA input:
```
! RIJCOSX wB97M-V def2-TZVPD def2/J DEFGRID3
* xyz 0 1
H 2.21738 2.92826 2.08888
C -2.76907 1.04136 -1.31975
H 0.70662 -0.61358 0.20609
O 3.93702 1.57599 -0.67482
C 0.53983 2.20522 0.09476
C -1.61566 1.84333 1.13986
H 5.65368 -3.65848 0.85494
H -5.99389 -0.64008 -3.56895
H 7.94463 -0.70103 -1.20582
O -5.04745 -0.55884 -1.81529
N -3.57565 0.98305 -0.12076
N 2.08445 -0.88569 1.66044
O 3.40006 -0.49888 -1.43430
C 6.93096 -2.24979 -0.13090
C 6.98889 -1.11708 -0.92419
H 0.63048 2.73531 -2.01170
C 5.70289 -2.77805 0.23175
C 1.32978 1.29593 1.01578
C -5.93119 -1.24465 -2.66483
C 5.82563 -0.50908 -1.36389
H -3.10079 0.28769 -2.02873
C 2.97122 1.03355 2.74696
H 3.56609 -2.55840 0.09465
H -5.96665 -2.85407 -0.75915
C 1.33203 -0.09257 0.91807
C 4.60275 -1.04550 -0.99403
C 4.53284 -2.17697 -0.19400
H -3.70637 1.91996 1.73876
H 1.37546 0.38754 -2.01367
H -1.41724 0.90219 1.68107
H -1.30939 2.67512 1.77905
N 1.95182 1.15653 -1.70702
H -6.92822 -1.33578 -2.22211
C 2.17391 1.85450 1.97110
H -3.31632 -0.10890 2.32961
H -3.27558 2.95114 0.36332
H 3.50789 -1.02547 3.11074
H 5.86202 0.37687 -1.97788
H -1.18152 -0.16472 -0.52120
H 2.11383 3.08349 -1.09170
H -4.29665 -2.19238 3.09804
H 3.64482 1.44638 3.48138
N -0.87049 1.90715 -0.10320
C 1.30891 2.36131 -1.24342
H -0.70612 0.86475 -1.90568
C -4.06135 -0.24493 0.32374
C -1.28442 0.83308 -0.98257
C -5.37603 -2.24058 -0.09737
C 2.89521 -0.33575 2.54542
C -3.89536 -0.69304 1.63233
C -4.45101 -1.88149 2.07568
C -5.18288 -2.66444 1.20970
H 7.84265 -2.71919 0.20760
C 3.17133 0.81650 -1.20809
C -4.84379 -1.04444 -0.54517
H 0.53727 3.20302 0.55785
C -3.11325 1.97078 0.82567
H -2.89596 2.03293 -1.76550
H -5.55660 -2.24093 -2.92482
H -5.61350 -3.59812 1.53728
*
```

Calculated values
orbital gap	8.2	eV
SMILES	COc1ccccc1N1CCN([C@H](CNC(=O)Oc2ccccc2)c2cccnc2)CC1



# 3
Here is a 2-piece molecular cluster, C5H6O2 overall at a distorted geometry from OMol25. Energies are from ωB97M-V with the def2-TZVPD basis set.

Geometry as ORCA input:
```
! RIJCOSX wB97M-V def2-TZVPD def2/J DEFGRID3
* xyz 0 1
O 0.19796 0.20143 -0.87816
H -2.34358 1.89073 0.51170
C 2.82262 -0.19822 -0.40685
H -2.24919 -1.12726 -0.28808
H 2.02540 -0.26850 1.37140
H -0.21512 -0.62274 -1.20497
C -0.69490 1.06183 -0.38044
C -2.04583 1.05406 -0.07348
O -3.80842 -0.21942 0.58948
C 2.83578 -0.65106 0.75490
C -2.71816 -0.17527 0.07727
H 3.44179 -1.31479 1.27070
H 2.75165 0.36920 -1.34344
*
```

Calculated values
orbital gap (alpha / beta)	9.8 / 6.5	eV



How do the records compare in DFT total energy? In the order shown, they have -1714.14586, -1414.19510, -344.32882 hartree.
How do the records compare in energy relative to the best compared isomer or geometry (same formula, charge and spin)? In the order shown, they have 119.6, 143.7, 717.0 kJ/mol.